Entry 1:
{
  "formula": "C6H6",
  "method": "wB97M-V/def2-TZVPD",
  "charge": 1,
  "orbital_gap_ev": [10.256, 6.769],
  "energy_ha": -231.8663,
  "multiplicity": 2,
  "species": ["C", "C", "C", "C", "C", "C", "H", "H", "H", "H", "H", "H"],
  "coordinates": [[0.628, -1.277, -0.255], [1.319, -0.012, -0.330], [0.738, 1.207, 0.120], [-0.644, 1.215, 0.284], [-1.343, 0.018, -0.009], [-0.667, -1.216, 0.170], [1.245, -2.161, -0.223], [2.381, -0.066, -0.556], [1.242, 2.159, 0.182], [-1.167, 2.128, 0.533], [-2.424, 0.104, -0.087], [-1.309, -2.098, 0.170]]
}


Entry 2:
{
  "formula": "C6H6B2F14N3NiO4S2",
  "method": "wB97M-V/def2-TZVPD",
  "charge": -1,
  "orbital_gap_ev": [6.398, 3.487],
  "energy_ha": -4450.2008,
  "multiplicity": 3,
  "species": ["Ni", "B", "F", "F", "F", "F", "B", "F", "F", "F", "F", "C", "F", "F", "F", "S", "O", "O", "N", "S", "O", "O", "C", "F", "F", "F", "C", "C", "N", "H", "H", "H", "C", "C", "N", "H", "H", "H"],
  "coordinates": [[-1.127, -0.478, -0.073], [-2.461, -4.106, 2.065], [-3.280, -3.011, 2.196], [-3.201, -5.022, 1.478], [-1.362, -3.740, 1.230], [-2.023, -4.690, 3.191], [-3.452, 1.060, -2.257], [-4.472, 1.899, -1.906], [-3.541, -0.169, -1.609], [-3.496, 0.843, -3.617], [-2.189, 1.554, -1.904], [2.432, 2.898, 0.305], [1.190, 3.244, -0.209], [3.294, 3.719, -0.224], [2.440, 2.926, 1.570], [2.916, 1.105, -0.266], [2.531, 1.116, -1.659], [4.358, 0.909, -0.070], [1.791, 0.121, 0.715], [2.672, -0.464, 1.874], [3.668, 0.428, 2.480], [1.798, -1.097, 2.817], [3.692, -2.026, 1.228], [2.884, -2.814, 0.573], [4.620, -1.658, 0.398], [4.274, -2.633, 2.289], [-2.239, 4.575, 3.868], [-2.215, 3.302, 3.186], [-2.209, 2.266, 2.599], [-1.208, 4.668, 4.210], [-2.811, 4.589, 4.795], [-2.494, 5.436, 3.250], [-0.082, -2.598, -5.941], [-0.190, -2.235, -4.469], [-0.306, -2.000, -3.339], [-0.374, -3.646, -6.009], [0.919, -2.357, -6.299], [-0.745, -1.912, -6.467]]
}


Entry 3:
{
  "formula": "C6H6BN",
  "method": "wB97M-V/def2-TZVPD",
  "orbital_gap_ev": 8.414,
  "energy_ha": -311.6477,
  "species": ["B", "C", "C", "N", "C", "C", "H", "H", "H", "H", "C", "C", "H", "H"],
  "coordinates": [[-1.056, -0.619, 0.308], [-0.028, 0.120, -0.390], [-0.558, 1.076, -1.298], [-1.823, 1.086, -1.563], [-2.690, 0.550, -0.775], [-2.505, -0.500, 0.143], [1.028, -0.048, -0.337], [0.188, 1.539, -1.957], [-3.719, 0.756, -0.994], [-3.410, -1.046, 0.685], [3.144, -0.410, 1.488], [4.157, -1.020, 1.640], [2.263, 0.076, 1.032], [5.008, -1.560, 2.020]]
}


Entry 4:
{
  "formula": "C6H6BaO2",
  "method": "wB97M-V/def2-TZVPD",
  "charge": 2,
  "orbital_gap_ev": 6.169,
  "energy_ha": -407.4772,
  "species": ["C", "C", "O", "H", "Ba", "O", "C", "C", "C", "C", "H", "H", "H", "H", "H"],
  "coordinates": [[-1.332, 0.972, -1.747], [-0.178, 1.356, -1.278], [0.813, 1.870, -0.876], [-1.570, 1.370, -2.739], [3.625, 1.707, -0.482], [3.217, -0.480, 1.022], [2.080, -1.085, 1.325], [1.110, -1.585, 1.837], [-2.273, -0.208, 0.249], [-2.231, 0.025, -1.069], [3.989, -0.849, 1.488], [0.294, -1.992, 2.406], [-1.762, 0.435, 0.969], [-2.894, -1.014, 0.641], [-2.891, -0.521, -1.745]]
}


Entry 5:
{
  "formula": "C6H6BrClN4",
  "method": "wB97M-V/def2-TZVPD",
  "charge": 2,
  "orbital_gap_ev": [5.958, 5.961],
  "energy_ha": -3484.7231,
  "species": ["N", "C", "N", "C", "Br", "C", "C", "N", "C", "Cl", "C", "N", "H", "H", "H", "H", "H", "H"],
  "coordinates": [[-0.158, -2.584, 0.352], [0.322, -1.367, 0.052], [1.649, -1.185, 0.128], [1.972, 0.155, 0.014], [3.676, 0.830, 0.036], [0.705, 0.811, -0.431], [0.137, 2.140, 0.096], [-1.067, 2.334, 0.374], [-2.055, 1.469, 0.008], [-3.730, 1.986, 0.079], [-1.734, 0.161, -0.333], [-0.384, -0.217, -0.320], [-1.119, -2.796, 0.588], [0.416, -3.212, 0.901], [2.300, -1.939, 0.116], [0.806, 1.166, -1.458], [0.807, 2.899, 0.300], [-2.544, -0.651, -0.502]]
}


Entry 6:
{
  "formula": "C6H6BrF2N",
  "method": "wB97M-V/def2-TZVPD",
  "orbital_gap_ev": 9.524,
  "energy_ha": -3060.6589,
  "species": ["F", "C", "F", "C", "Br", "C", "C", "C", "C", "N", "H", "H", "H", "H", "H", "H"],
  "coordinates": [[-1.339, -2.010, 1.236], [-1.921, -1.162, 0.360], [-2.186, -1.771, -0.761], [-0.684, 0.070, 0.051], [-1.597, 1.693, 0.701], [0.495, -0.257, 0.923], [1.648, 0.679, 0.508], [1.723, 1.087, -0.781], [0.621, 0.507, -1.675], [-0.537, 0.164, -1.280], [-2.692, -0.539, 0.847], [0.683, -1.330, 0.608], [0.270, -0.392, 1.955], [2.349, 0.939, 1.347], [2.412, 1.844, -1.261], [0.756, 0.477, -2.780]]
}


Computed energy above the lowest of the compared OMol25 structures with the same formula, charge and spin, in the same sequence as the records: 0.318; 9.167; 0.337; 0.316; 2.446; 0.159 eV.